# 1
{"formula": "C66H169N9O23", "method": "ωB97M-V/def2-TZVPD", "lumo_ha": 0.010, "symbols": ["C", "O", "C", "C", "N", "C", "C", "O", "C", "H", "H", "H", "H", "H", "H", "H", "H", "H", "H", "H", "H", "H", "H", "H", "C", "O", "C", "C", "N", "C", "C", "O", "C", "H", "H", "H", "H", "H", "H", "H", "H", "H", "H", "H", "H", "H", "H", "H", "C", "O", "C", "C", "N", "C", "C", "O", "C", "H", "H", "H", "H", "H", "H", "H", "H", "H", "H", "H", "H", "H", "H", "H", "C", "O", "C", "C", "N", "C", "C", "O", "C", "H", "H", "H", "H", "H", "H", "H", "H", "H", "H", "H", "H", "H", "H", "H", "C", "O", "C", "C", "N", "C", "C", "O", "C", "H", "H", "H", "H", "H", "H", "H", "H", "H", "H", "H", "H", "H", "H", "H", "C", "O", "C", "C", "N", "C", "C", "O", "C", "H", "H", "H", "H", "H", "H", "H", "H", "H", "H", "H", "H", "H", "H", "H", "C", "O", "C", "C", "N", "C", "C", "O", "C", "H", "H", "H", "H", "H", "H", "H", "H", "H", "H", "H", "H", "H", "H", "H", "C", "O", "C", "C", "N", "C", "C", "O", "C", "H", "H", "H", "H", "H", "H", "H", "H", "H", "H", "H", "H", "H", "H", "H", "C", "O", "C", "C", "N", "C", "C", "O", "C", "H", "H", "H", "H", "H", "H", "H", "H", "H", "H", "H", "H", "H", "H", "H", "O", "H", "H", "C", "C", "C", "O", "H", "H", "H", "H", "H", "H", "H", "H", "C", "C", "C", "O", "H", "H", "H", "H", "H", "H", "H", "H", "C", "C", "C", "O", "H", "H", "H", "H", "H", "H", "H", "H", "C", "C", "C", "O", "H", "H", "H", "H", "H", "H", "H", "H"], "coordinates": [[18.32034, 13.97792, 10.97221], [18.01619, 14.30050, 12.34012], [17.71449, 13.13850, 13.15594], [17.74759, 13.44280, 14.66201], [17.11003, 12.41978, 15.47127], [17.49647, 12.58670, 16.90115], [18.83439, 11.74320, 17.23945], [19.97052, 12.49554, 16.88907], [21.14197, 11.73932, 16.90228], [19.20107, 13.33572, 10.97221], [18.60020, 14.80892, 10.32474], [17.59766, 13.39444, 10.40181], [18.34518, 12.27286, 12.95347], [16.69574, 12.83274, 12.91768], [17.23045, 14.39514, 14.77898], [18.78685, 13.63234, 14.93056], [17.21374, 11.48126, 15.11279], [16.62992, 12.07176, 17.31590], [17.46811, 13.59620, 17.31125], [18.82382, 10.77350, 16.74180], [19.00242, 11.57464, 18.30315], [21.73345, 12.15396, 17.71857], [21.74384, 11.89546, 16.00703], [20.90072, 10.68546, 17.04108], [17.52909, 26.68718, 20.52228], [18.40946, 27.76942, 20.50896], [18.07492, 28.92652, 19.61274], [18.80939, 30.25074, 20.06945], [18.44801, 30.54074, 21.44126], [17.07220, 31.04266, 21.65999], [16.80194, 31.02734, 23.15825], [16.84452, 29.68838, 23.72039], [16.70270, 29.62818, 25.11201], [16.55758, 27.01144, 20.89526], [17.93589, 25.84278, 21.07869], [17.38631, 26.30958, 19.50979], [16.99517, 29.06158, 19.54937], [18.39403, 28.78992, 18.57949], [18.41813, 31.02770, 19.41269], [19.87970, 30.04858, 20.02872], [18.51193, 29.73868, 22.05178], [16.32091, 30.44188, 21.14744], [16.99785, 32.05636, 21.26631], [15.80064, 31.42428, 23.32540], [17.53047, 31.68488, 23.63258], [15.93803, 30.30228, 25.49798], [17.61983, 29.98536, 25.58040], [16.54954, 28.57420, 25.34387], [21.57213, 12.31806, 21.26169], [21.78580, 13.62604, 20.80207], [23.17744, 13.92506, 20.93783], [23.51141, 15.00710, 19.86512], [22.51336, 16.06165, 19.67703], [22.57111, 17.02572, 20.75310], [21.53763, 18.15744, 20.59699], [20.23269, 17.68394, 20.90500], [19.19811, 18.64578, 21.06408], [22.08077, 12.11242, 22.20355], [21.89257, 11.51872, 20.59350], [20.49897, 12.19506, 21.40765], [23.79216, 13.04616, 20.74357], [23.34761, 14.37708, 21.91499], [23.51535, 14.57126, 18.86605], [24.48904, 15.42284, 20.10906], [21.69086, 15.50100, 19.84803], [23.55733, 17.47134, 20.88311], [22.22280, 16.51364, 21.65008], [21.55173, 18.59598, 19.59920], [21.81368, 18.94768, 21.29514], [19.27982, 19.42302, 20.30428], [19.39038, 19.18451, 21.99193], [18.19332, 18.22330, 21.06130], [9.46465, 17.27238, 21.53399], [10.78696, 17.48552, 21.07944], [11.59853, 16.32426, 21.08989], [12.87143, 16.58940, 20.35773], [13.64258, 17.71714, 20.99768], [14.85689, 18.19158, 20.28036], [15.25590, 19.61780, 20.69931], [15.67738, 19.63376, 22.09549], [16.07475, 20.89728, 22.58397], [9.48629, 16.86072, 22.54304], [8.91796, 16.57403, 20.90032], [8.92348, 18.21674, 21.59227], [11.07801, 15.46394, 20.66914], [11.87253, 15.99772, 22.09309], [12.65700, 16.84968, 19.32121], [13.58295, 15.76642, 20.29043], [13.00423, 18.49532, 21.08157], [14.58108, 18.27482, 19.22912], [15.73324, 17.54541, 20.33126], [14.35941, 20.23526, 20.64326], [15.95796, 20.07364, 20.00117], [16.86065, 21.25450, 21.91852], [16.56811, 20.94906, 23.55454], [15.26969, 21.63110, 22.54530], [22.37597, 27.56826, 20.03427], [22.78030, 27.17148, 18.75524], [21.72575, 26.78678, 17.83716], [20.84943, 25.60180, 18.32946], [21.54205, 24.33084, 18.27645], [21.74469, 23.82274, 16.90578], [22.00399, 22.35252, 16.91839], [23.37807, 22.13950, 17.38611], [23.64910, 20.81660, 17.80803], [23.24805, 27.94086, 20.57162], [21.89347, 26.84914, 20.69622], [21.79545, 28.46918, 19.83569], [22.19673, 26.52512, 16.88963], [21.06405, 27.60576, 17.55518], [19.97858, 25.60084, 17.67393], [20.43016, 25.75834, 19.32334], [22.41436, 24.35228, 18.78510], [22.58902, 24.33312, 16.44242], [20.85375, 24.15888, 16.37536], [21.86778, 21.91928, 15.92750], [21.22486, 21.87992, 17.51645], [24.71258, 20.62634, 17.95267], [23.29248, 20.02494, 17.14908], [23.01733, 20.65208, 18.68091], [12.00196, 13.56842, 17.51128], [12.86714, 14.66230, 17.85159], [13.98599, 14.73964, 16.92302], [13.65741, 15.29500, 15.53883], [13.38715, 16.74229, 15.63936], [14.65436, 17.53433, 15.71626], [14.36207, 18.98316, 15.96060], [13.57549, 19.13622, 17.11970], [13.17015, 20.49412, 17.30284], [11.65104, 13.75858, 16.49698], [11.12500, 13.81840, 18.10840], [12.32561, 12.54128, 17.67968], [14.38132, 13.73932, 16.74640], [14.79235, 15.30714, 17.38757], [12.80542, 14.75854, 15.12119], [14.49508, 15.21576, 14.84591], [12.96135, 16.83340, 16.55067], [15.18731, 17.43720, 14.77041], [15.35548, 17.17298, 16.46857], [13.91582, 19.37976, 15.04864], [15.31521, 19.42529, 16.25067], [14.00134, 21.12320, 17.62139], [12.44565, 20.56172, 18.11440], [12.66596, 20.87573, 16.41500], [11.64169, 26.77078, 9.26430], [12.53212, 26.83492, 10.42109], [13.87169, 27.37832, 10.19038], [14.51761, 27.95210, 11.46192], [14.77524, 26.91910, 12.51489], [13.61966, 26.28436, 13.21389], [14.20359, 25.37926, 14.30709], [13.23284, 24.71850, 15.15471], [13.89716, 24.00108, 16.18904], [11.56814, 27.77200, 8.83977], [10.65866, 26.46370, 9.62131], [11.95031, 26.02986, 8.52680], [13.80213, 28.24574, 9.53398], [14.46854, 26.57412, 9.76013], [13.96676, 28.82454, 11.81338], [15.53695, 28.24938, 11.21560], [15.27658, 27.45458, 13.20916], [12.96780, 25.63292, 12.63182], [13.07383, 27.12434, 13.64352], [14.90081, 25.91142, 14.95422], [14.89007, 24.66164, 13.85780], [13.13809, 23.54878, 16.82727], [14.57379, 24.55198, 16.84234], [14.59337, 23.31480, 15.70695], [16.07057, 22.96390, 18.73291], [16.40421, 22.48864, 17.44560], [17.54984, 23.06160, 16.84412], [17.91213, 22.30874, 15.51460], [18.78001, 21.11310, 15.73233], [18.10219, 20.23265, 16.64509], [18.69074, 18.81004, 16.70189], [17.68926, 18.06516, 17.36785], [18.19032, 16.80962, 17.82836], [16.73071, 22.38456, 19.37842], [15.07749, 22.60092, 18.99776], [16.20818, 24.04484, 18.75998], [18.36789, 23.13986, 17.56019], [17.27678, 24.09384, 16.62497], [18.48346, 23.01994, 14.91805], [17.05586, 21.99816, 14.91590], [18.81807, 20.74814, 14.79134], [17.08376, 20.11235, 16.27575], [18.19445, 20.65538, 17.64553], [19.61039, 18.77767, 17.28610], [18.94586, 18.32840, 15.75794], [19.02509, 16.85968, 18.52746], [18.34601, 16.09858, 17.01700], [17.47098, 16.27241, 18.44648], [26.23066, 19.00734, 16.05084], [26.50786, 19.50166, 14.74901], [25.64467, 20.47742, 14.27646], [24.83026, 19.93686, 13.05329], [24.02234, 18.78184, 13.43741], [22.85722, 19.20684, 14.24164], [21.93297, 17.96389, 14.49059], [22.15277, 17.43634, 15.81613], [21.55372, 16.17229, 15.99161], [26.63221, 19.71250, 16.77859], [26.75388, 18.06416, 16.20811], [25.20229, 18.88060, 16.38920], [26.36578, 21.24168, 13.98660], [24.97939, 20.96367, 14.98994], [25.48664, 19.55240, 12.27262], [24.18529, 20.67604, 12.57819], [24.65245, 18.37224, 14.11215], [22.34003, 20.12000, 13.94708], [23.23174, 19.49494, 15.22390], [21.98760, 17.22374, 13.69228], [20.94701, 18.42453, 14.42917], [21.97165, 15.33346, 15.43502], [20.49514, 16.18322, 15.73201], [21.53727, 16.03986, 17.07341], [19.68041, 15.02850, 21.24964], [19.75954, 15.97930, 21.17242], [20.56767, 14.72918, 21.44817], [16.76398, 20.60702, 12.03245], [17.53192, 19.56594, 12.85468], [17.45090, 18.13693, 12.27438], [18.87853, 20.08503, 12.94650], [16.45753, 21.49742, 12.58142], [15.95090, 20.22144, 11.41738], [17.40974, 21.00582, 11.25011], [17.12502, 19.53468, 13.86540], [17.99270, 17.44846, 12.92289], [17.79255, 18.05578, 11.24250], [16.44181, 17.73725, 12.17387], [19.26206, 19.92018, 12.08201], [20.23070, 24.00050, 11.86461], [20.95335, 24.40270, 13.18123], [22.18412, 23.59344, 13.44371], [21.24342, 25.79778, 13.02238], [19.52963, 24.72150, 11.44419], [19.71585, 23.05062, 12.00875], [20.90319, 23.83706, 11.02251], [20.23527, 24.18530, 13.97193], [22.01902, 22.54314, 13.68392], [22.71166, 24.00192, 14.30566], [22.84484, 23.65408, 12.57892], [20.41789, 26.27578, 12.91468], [16.21992, 14.20220, 19.96102], [16.08882, 14.64248, 21.42384], [16.53154, 13.66348, 22.47572], [16.96859, 15.77218, 21.62688], [17.24681, 13.85988, 19.83295], [16.07058, 15.01962, 19.25560], [15.48085, 13.45786, 19.66466], [15.07480, 14.99974, 21.60339], [16.68930, 14.12828, 23.44894], [17.45786, 13.14322, 22.23208], [15.79069, 12.86576, 22.52951], [17.83471, 15.49782, 21.31678], [12.02556, 26.70986, 20.07524], [13.15431, 26.11454, 19.26164], [14.33535, 27.11064, 18.82671], [13.71343, 25.12320, 20.10716], [11.33909, 27.33478, 19.50399], [12.37629, 27.20502, 20.98072], [11.26561, 26.02278, 20.44741], [12.69288, 25.60730, 18.41434], [15.12709, 26.55914, 18.31966], [14.65598, 27.58488, 19.75428], [13.91803, 27.87962, 18.17662], [12.98058, 24.51012, 20.20016]]}


# 2
{"formula": "C2H4Cl2N2", "method": "ωB97M-V/def2-TZVPD", "multiplicity": 3, "lumo_ha": [0.028, -0.089], "relative_energy_kcal_mol": 0.0, "symbols": ["C", "C", "N", "N", "Cl", "Cl", "H", "H", "H", "H"], "coordinates": [[-0.27901, 0.06771, -0.04082], [0.95220, 0.77397, 0.44525], [-1.27947, 0.98455, -0.20251], [-0.23399, -1.27273, -0.06322], [2.13773, 0.50418, -0.87514], [-2.79011, 0.31132, -0.55574], [1.15698, 0.15160, 1.39449], [0.74348, 1.89021, 0.43401], [0.66584, -1.63829, -0.20160], [-1.07364, -1.77253, -0.33471]]}


# 3
{"formula": "C46H44GeN5OS4Tc", "method": "ωB97M-V/def2-TZVPD", "lumo_ha": -0.227, "charge": 2, "symbols": ["Tc", "C", "C", "C", "C", "C", "C", "N", "C", "C", "C", "C", "C", "N", "C", "C", "C", "C", "C", "C", "N", "H", "H", "H", "H", "H", "H", "H", "H", "H", "H", "H", "H", "H", "H", "H", "S", "S", "S", "S", "C", "C", "N", "C", "C", "C", "O", "C", "C", "C", "C", "N", "C", "H", "H", "H", "H", "H", "H", "H", "H", "H", "H", "H", "H", "H", "H", "C", "Ge", "C", "C", "C", "C", "C", "C", "C", "C", "C", "C", "C", "C", "C", "C", "C", "C", "C", "C", "H", "H", "H", "H", "H", "H", "H", "H", "H", "H", "H", "H", "H", "H", "H"], "coordinates": [[-0.11967, 1.35151, 0.41880], [2.64703, -0.72649, -0.30060], [2.33713, 0.27711, -1.35830], [3.10453, 0.26781, -2.51910], [2.86403, 1.18051, -3.52900], [1.84773, 2.09331, -3.34510], [1.10723, 2.05821, -2.16550], [1.33923, 1.15681, -1.17670], [0.07433, 3.03851, -1.89120], [-0.46587, 3.90841, -2.83540], [-1.45097, 4.79771, -2.44810], [-1.86487, 4.80431, -1.12440], [-1.30897, 3.89551, -0.23100], [-0.36027, 3.02221, -0.61810], [-1.72107, 3.74691, 1.16170], [-2.64287, 4.60571, 1.75240], [-3.03747, 4.37881, 3.05910], [-2.45397, 3.33291, 3.74850], [-1.49887, 2.53171, 3.12090], [-0.82237, 1.46531, 3.91430], [-1.16907, 2.70931, 1.83730], [3.20343, -1.55709, -0.72490], [1.72493, -1.09689, 0.14050], [3.25983, -0.27749, 0.48020], [3.89733, -0.45349, -2.62320], [3.45923, 1.18301, -4.42610], [1.64623, 2.83811, -4.09610], [-0.13407, 3.87281, -3.85920], [-1.89937, 5.46771, -3.16440], [-2.61877, 5.50241, -0.80410], [-3.04737, 5.43641, 1.19970], [-3.78137, 5.00531, 3.52630], [-2.72757, 3.13621, 4.77340], [-1.48477, 1.07921, 4.68300], [0.05073, 1.88651, 4.41070], [-0.49897, 0.65091, 3.27520], [-0.58237, -1.04779, 0.83610], [-2.31457, -1.15689, 2.18450], [-3.69547, -0.47539, 0.88710], [-2.48227, 0.84201, -0.24590], [4.53503, -3.45019, 3.94830], [3.70023, -2.80619, 5.04990], [2.87333, -1.71239, 4.53640], [1.45233, -1.95559, 4.43600], [1.11083, -2.90709, 3.28500], [3.51623, -0.56319, 4.25960], [4.70123, -0.40079, 4.48320], [2.80793, 0.60641, 3.59640], [3.24413, 1.88341, 3.95800], [2.79853, 2.96941, 3.22790], [1.96033, 2.76811, 2.14430], [1.51643, 1.55751, 1.78650], [1.94673, 0.50961, 2.51370], [5.09743, -4.28219, 4.35970], [5.23953, -2.72659, 3.54810], [3.90873, -3.82339, 3.14190], [4.37183, -2.39699, 5.80930], [3.04113, -3.54039, 5.51400], [0.93193, -1.00319, 4.32140], [1.11433, -2.40109, 5.37850], [1.61273, -2.60259, 2.36800], [0.03643, -2.92029, 3.11660], [1.42663, -3.91859, 3.52350], [3.94033, 1.99491, 4.77560], [3.11413, 3.96711, 3.48410], [1.63953, 3.60431, 1.53720], [1.58113, -0.45629, 2.21190], [-1.15267, -0.26129, -0.63450], [-1.58647, -1.37209, -2.34330], [-3.23567, -0.38359, -2.84860], [-3.04767, 0.87731, -3.41330], [-4.12947, 1.67121, -3.74350], [-5.41647, 1.21861, -3.49910], [-5.61397, -0.02509, -2.92460], [-4.52817, -0.82349, -2.60180], [-1.56547, -3.13259, -1.41870], [-0.35977, -3.52899, -0.84740], [-0.27037, -4.70579, -0.12930], [-1.38827, -5.51199, 0.00650], [-2.58297, -5.14239, -0.58530], [-2.67587, -3.95259, -1.29000], [-0.31067, -1.27399, -3.86610], [-0.79967, -0.88139, -5.10840], [-0.00687, -0.96799, -6.23960], [1.28263, -1.46519, -6.14850], [1.77253, -1.87409, -4.91910], [0.98023, -1.78049, -3.78810], [-2.03887, 1.23401, -3.59340], [-3.97217, 2.63871, -4.19830], [-6.26187, 1.83761, -3.75640], [-6.61617, -0.37649, -2.72850], [-4.69527, -1.79139, -2.15110], [0.51983, -2.91159, -0.97580], [0.66883, -4.99849, 0.31570], [-1.32047, -6.43259, 0.56490], [-3.44587, -5.78339, -0.50000], [-3.60927, -3.67439, -1.75790], [-1.81517, -0.52219, -5.20220], [-0.40577, -0.66379, -7.19620], [1.89423, -1.55319, -7.03410], [2.76823, -2.28679, -4.84210], [1.36593, -2.12559, -2.83980]]}


no.,calculated total energy (eV)
1,-131668.6652
2,-30158.7278
3,-159959.3672